Here is a 12-piece molecular cluster, C35H97N3O12 overall from the OMol25 dataset. Energies are from ωB97M-V/def2-TZVPD.

charge: 0
maximum force: 3.434 eV/Å
gap between HOMO and LUMO: 0.3399 Eh
SMILES string: COC[C@H](C)N.COC[C@H](C)N.COC[C@H](C)N.CC(C)O.CC(C)O.CC(C)O.CC(C)O.CC(C)O.CC(C)O.CC(C)O.CO.CO
M: 752.17 g mol⁻¹
2S+1: 1

Last column: Mulliken charge in e.
Geometry (Å):
C (-16.357, -2.540, 20.602)  -1.0542
C (-15.013, -1.904, 20.110)  0.4606
C (-14.976, -1.577, 18.571)  -1.3237
O (-14.885, -0.617, 20.731)  -0.4779
H (-16.494, -3.563, 20.250)  0.4150
H (-17.304, -2.001, 20.576)  0.1889
H (-16.213, -2.781, 21.655)  0.2927
H (-14.149, -2.480, 20.442)  0.1864
H (-15.028, -2.491, 17.979)  0.3383
H (-14.066, -0.996, 18.417)  0.4117
H (-15.784, -0.982, 18.146)  0.2992
H (-14.164, -0.122, 20.337)  0.2503
C (-25.775, 1.729, 19.213)  -1.6379
C (-24.486, 1.521, 20.071)  0.9041
C (-24.729, 1.372, 21.632)  -1.3393
O (-23.925, 0.283, 19.747)  -0.3902
H (-26.077, 2.774, 19.140)  0.4411
H (-26.626, 1.213, 19.658)  0.3548
H (-25.736, 1.375, 18.183)  0.3521
H (-23.769, 2.300, 19.811)  0.2069
H (-23.892, 1.346, 22.330)  0.2099
H (-25.284, 0.466, 21.875)  0.2669
H (-25.389, 2.143, 22.030)  0.5483
H (-24.046, -0.304, 20.497)  -0.0367
C (-23.534, -1.997, 17.246)  -1.1525
C (-24.792, -2.541, 17.929)  0.0746
C (-24.509, -3.318, 19.150)  -0.1960
O (-25.711, -1.557, 18.343)  -0.6271
H (-23.771, -2.171, 16.196)  0.3744
H (-22.582, -2.504, 17.404)  0.2133
H (-23.199, -0.980, 17.449)  0.2397
H (-25.298, -3.224, 17.248)  0.5394
H (-25.425, -3.810, 19.476)  0.2945
H (-24.077, -2.726, 19.958)  -0.2953
H (-23.957, -4.192, 18.804)  0.1290
H (-25.220, -0.836, 18.743)  0.2276
C (-21.092, -1.498, 20.812)  -1.1482
C (-21.926, -1.747, 22.108)  0.6718
C (-21.425, -0.850, 23.313)  -0.0307
O (-23.282, -1.428, 21.958)  1.4498
H (-21.286, -2.168, 19.975)  0.0267
H (-20.038, -1.649, 21.045)  0.3305
H (-21.054, -0.462, 20.473)  0.2141
H (-21.926, -2.820, 22.298)  -0.1127
H (-22.095, -0.596, 24.134)  0.1275
H (-21.080, 0.117, 22.948)  -0.6471
H (-20.543, -1.315, 23.753)  0.1956
H (-23.812, -1.749, 22.691)  -0.6738
C (-21.601, -6.268, 19.288)  -1.1705
C (-20.072, -6.140, 19.609)  0.2103
C (-19.682, -4.646, 19.509)  -0.4477
O (-19.907, -6.604, 20.947)  -0.4455
H (-21.977, -7.228, 19.641)  0.4123
H (-21.923, -6.046, 18.271)  0.4159
H (-22.108, -5.638, 20.019)  0.0937
H (-19.510, -6.738, 18.892)  0.2546
H (-20.049, -4.068, 20.356)  -0.2698
H (-20.186, -4.100, 18.711)  0.3957
H (-18.601, -4.597, 19.372)  0.2098
H (-20.095, -7.544, 20.897)  0.2625
C (-23.712, -1.861, 28.827)  -1.5321
C (-22.920, -2.177, 27.535)  1.3224
C (-22.910, -3.606, 27.014)  -1.6446
O (-23.357, -1.357, 26.471)  -0.3363
H (-24.783, -2.058, 28.801)  0.3314
H (-23.554, -0.800, 29.023)  0.3520
H (-23.267, -2.397, 29.665)  0.3853
H (-21.887, -1.933, 27.786)  0.0988
H (-22.024, -3.642, 26.381)  0.4074
H (-23.726, -3.877, 26.344)  0.2468
H (-22.837, -4.363, 27.795)  0.4086
H (-23.645, -1.940, 25.765)  0.0170
C (-18.496, -6.950, 24.004)  -1.3022
C (-19.688, -5.936, 24.274)  0.2658
C (-19.552, -4.550, 23.693)  0.6162
O (-20.801, -6.505, 23.706)  -0.6107
H (-18.400, -7.367, 23.002)  0.1989
H (-18.709, -7.810, 24.638)  0.4328
H (-17.566, -6.545, 24.403)  0.2520
H (-19.898, -5.819, 25.337)  0.4620
H (-18.597, -4.120, 23.993)  -0.1988
H (-20.385, -3.891, 23.939)  -0.2084
H (-19.497, -4.579, 22.604)  -0.3270
H (-20.598, -6.637, 22.777)  0.5010
C (-18.676, 3.915, 18.752)  -1.4369
C (-19.796, 3.466, 19.692)  0.2748
C (-19.284, 2.248, 20.516)  -0.1632
O (-18.103, 2.623, 21.255)  -0.4062
C (-17.628, 1.755, 22.268)  -0.4290
N (-20.057, 4.568, 20.568)  -0.6428
H (-18.981, 4.581, 17.945)  0.4035
H (-18.329, 2.966, 18.344)  0.3556
H (-17.832, 4.317, 19.313)  0.3180
H (-20.626, 3.133, 19.069)  0.2227
H (-19.180, 1.406, 19.832)  0.4070
H (-20.048, 1.793, 21.146)  -0.0989
H (-16.775, 2.202, 22.778)  0.4058
H (-17.173, 0.832, 21.908)  0.2209
H (-18.348, 1.564, 23.063)  -0.0683
H (-19.339, 4.638, 21.275)  0.2944
H (-20.028, 5.415, 20.019)  0.2795
C (-17.208, -1.307, 24.734)  -0.9420
C (-17.327, -1.466, 26.251)  1.3308
C (-16.362, -2.520, 26.890)  -0.9072
O (-16.914, -3.857, 26.740)  -0.1489
C (-16.210, -4.861, 27.344)  -0.9311
N (-17.054, -0.111, 26.757)  -0.9040
H (-17.450, -2.237, 24.220)  -0.0770
H (-16.166, -1.120, 24.473)  0.5445
H (-17.869, -0.569, 24.281)  -0.2131
H (-18.387, -1.699, 26.356)  -0.0252
H (-16.035, -2.391, 27.922)  0.4489
H (-15.483, -2.437, 26.252)  0.3232
H (-16.596, -5.860, 27.145)  0.2085
H (-16.145, -4.696, 28.419)  0.3580
H (-15.186, -4.864, 26.970)  0.3842
H (-17.677, 0.644, 26.507)  0.3087
H (-17.296, -0.077, 27.737)  0.2946
C (-22.082, 1.479, 27.575)  -1.9127
C (-21.069, 1.350, 26.416)  1.4372
C (-21.430, 2.181, 25.189)  -0.7327
O (-21.441, 3.572, 25.556)  -0.4596
C (-21.442, 4.452, 24.513)  -0.7783
N (-19.674, 1.684, 26.842)  -0.4649
H (-23.081, 1.742, 27.227)  0.3900
H (-21.883, 2.318, 28.242)  0.5052
H (-22.098, 0.563, 28.165)  0.3472
H (-21.098, 0.314, 26.078)  -0.4447
H (-22.356, 1.888, 24.694)  0.5697
H (-20.709, 1.915, 24.416)  0.1125
H (-21.699, 5.446, 24.880)  0.2999
H (-22.196, 4.225, 23.758)  0.2945
H (-20.468, 4.542, 24.033)  0.2831
H (-19.717, 2.674, 26.648)  0.2602
H (-19.493, 1.684, 27.836)  0.2616
C (-25.076, -4.901, 22.056)  -0.4025
O (-25.645, -5.245, 23.248)  -0.6246
H (-23.996, -4.876, 21.910)  0.2165
H (-25.441, -5.523, 21.239)  0.4307
H (-25.453, -3.947, 21.688)  0.0196
H (-25.029, -5.815, 23.713)  0.3478
C (-25.876, -1.744, 23.980)  -0.8551
O (-24.944, -2.700, 24.400)  -0.3290
H (-25.318, -0.810, 23.922)  0.2004
H (-26.274, -2.081, 23.023)  0.2580
H (-26.671, -1.763, 24.726)  0.4392
H (-25.391, -3.548, 24.429)  0.1891